Formula: C19H66N24O13
Source: the Open Molecules 2025 dataset
Level of theory: ωB97M-V/def2-TZVPD

Computed properties:
Highest occupied orbital energy (Eh): -0.3381
Kohn-Sham gap (eV): 8.9772
Energy (Eh): -3055.8620
LUMO level (eV): -0.22
Relative energy (zero: lowest compared OMol25 entry of this formula, charge and spin) (eV): 9.507

Geometry (Å):
C (-0.9060, -0.0457, 0.8575)
O (-0.1037, -0.0870, -0.0454)
N (-1.0863, 0.9562, 1.6989)
N (-1.8657, -0.9247, 0.9488)
H (-0.3099, 1.6018, 1.6741)
H (-1.9682, 1.3462, 1.9994)
H (-1.9997, -1.7871, 0.4404)
H (-2.6875, -0.7670, 1.5144)
C (0.2571, -0.7230, 7.5434)
O (-0.8397, -0.4350, 7.9260)
N (0.7075, -0.6764, 6.3294)
N (0.9627, -1.5162, 8.2272)
H (1.4734, -1.2892, 6.0886)
H (0.0855, -0.2297, 5.6709)
H (0.5356, -1.6494, 9.1327)
H (1.9223, -1.7842, 8.0611)
C (-6.0467, -4.5928, 0.3370)
O (-5.0979, -5.1354, -0.2191)
N (-6.9356, -3.8864, -0.2379)
N (-6.2662, -4.6861, 1.5563)
H (-7.7621, -3.5133, 0.2068)
H (-6.7806, -3.8654, -1.2357)
H (-5.5259, -5.0998, 2.1048)
H (-6.9443, -4.0162, 1.8903)
C (-0.6061, 2.3628, -6.4574)
O (-0.3000, 1.2224, -6.7811)
N (-1.1158, 3.2063, -7.2742)
N (-0.6215, 2.7749, -5.2385)
H (-1.1906, 2.9604, -8.2510)
H (-1.4867, 4.1090, -7.0142)
H (-0.6534, 3.7795, -5.1389)
H (-0.0715, 2.2274, -4.5921)
C (-3.3418, 6.8932, 4.2683)
O (-4.4101, 7.0597, 3.7690)
N (-2.2720, 7.6463, 4.2065)
N (-3.1482, 5.8471, 5.0270)
H (-1.3909, 7.3970, 4.6326)
H (-2.1927, 8.4352, 3.5808)
H (-3.8955, 5.2186, 5.2851)
H (-2.2724, 5.9074, 5.5265)
C (2.5044, 5.8863, -0.6956)
O (2.3824, 5.2186, 0.3087)
N (3.5785, 6.1711, -1.3768)
N (1.5609, 6.5714, -1.2691)
H (3.5347, 6.8232, -2.1468)
H (4.4625, 5.7477, -1.1326)
H (1.8106, 7.1399, -2.0657)
H (0.6071, 6.5422, -0.9382)
C (-6.6881, -0.3250, 5.2917)
O (-6.3200, 0.7201, 4.9209)
N (-7.7614, -0.8636, 4.8802)
N (-6.0890, -1.1159, 6.1136)
H (-8.0509, -1.6791, 5.4009)
H (-8.3189, -0.3024, 4.2522)
H (-6.4166, -2.0501, 6.3137)
H (-5.2018, -0.7597, 6.4392)
C (-5.3836, 3.6647, -0.6425)
O (-6.2919, 4.4367, -0.3560)
N (-5.6029, 2.3751, -0.6752)
N (-4.1527, 3.9087, -0.9486)
H (-4.8138, 1.8154, -0.9653)
H (-6.4897, 2.0844, -0.2890)
H (-3.4927, 3.1809, -1.1828)
H (-3.9477, 4.8592, -1.2220)
C (-3.9266, -3.3168, -5.6488)
O (-4.8817, -4.0673, -5.6130)
N (-3.2946, -2.8288, -4.6351)
N (-3.4832, -2.7369, -6.6807)
H (-2.4687, -2.3018, -4.8805)
H (-3.4268, -3.2785, -3.7405)
H (-2.7600, -2.0418, -6.5627)
H (-3.9200, -2.9165, -7.5735)
C (2.6199, 4.8787, 7.0123)
O (1.6001, 5.4683, 6.8303)
N (3.0851, 4.5294, 8.1935)
N (3.4170, 4.4525, 6.0618)
H (2.6625, 4.9048, 9.0306)
H (4.0014, 4.1338, 8.3480)
H (4.0418, 3.6913, 6.2866)
H (3.1324, 4.5515, 5.0978)
C (5.7379, -3.4633, 2.8529)
O (4.8476, -3.3254, 3.6310)
N (5.8639, -2.8253, 1.7439)
N (6.6742, -4.2939, 3.0817)
H (6.4218, -3.2847, 1.0383)
H (5.0281, -2.3703, 1.4056)
H (7.5363, -4.4565, 2.5811)
H (6.4846, -4.7699, 3.9521)
C (1.1715, -6.4379, -0.5268)
C (1.2457, -7.9746, -0.8051)
C (1.3754, -8.6840, 0.5565)
O (2.5488, -8.3058, 1.1866)
C (2.6882, -8.6785, 2.5167)
N (0.1235, -8.3122, -1.6527)
H (0.2992, -6.4404, 0.1269)
H (0.8979, -5.9366, -1.4552)
H (2.0422, -6.0969, 0.0332)
H (2.1443, -8.0738, -1.4140)
H (1.5033, -9.7550, 0.3996)
H (0.5301, -8.3916, 1.1794)
H (2.0968, -8.0261, 3.1591)
H (3.7379, -8.5297, 2.7700)
H (2.5835, -9.7546, 2.6554)
H (-0.0516, -9.3040, -1.7284)
H (-0.7452, -7.9651, -1.2721)
C (4.9911, 4.1311, -9.1427)
C (5.7916, 3.5769, -7.9286)
C (4.9263, 2.8547, -6.9082)
O (5.7877, 2.2361, -5.9137)
C (5.1722, 1.5593, -4.9142)
N (6.7851, 2.6064, -8.4066)
H (4.5477, 5.0942, -8.8897)
H (4.4271, 3.5475, -9.8703)
H (5.8173, 4.4216, -9.7917)
H (6.3549, 4.3633, -7.4263)
H (4.2593, 2.1312, -7.3770)
H (4.2577, 3.5215, -6.3638)
H (5.9635, 1.1094, -4.3146)
H (4.5478, 0.7072, -5.1828)
H (4.5430, 2.2783, -4.3896)
H (6.3434, 1.9731, -9.0577)
H (7.0317, 1.9311, -7.6972)

Forces on atoms 1 to 6 (eV/Å):
C -0.61 0.04 -2.55
O 2.04 -0.03 -0.20
N 1.39 3.12 2.11
N -4.06 -3.57 0.82
H -0.33 0.27 0.02
H 0.14 -0.50 -0.06